Formula: C7H14N3O
Source: OMol25
Level of theory: ωB97M-V/def2-TZVPD

Multiplicity: 1
Charge: +1
E_HOMO (eV): -13.8
LUMO level (eV): -2.96
Relative energy (zero: lowest compared OMol25 entry of this formula, charge and spin) (kJ/mol): 354.4

XYZ file:
```
25
C7H14N3O | OMol25 | ωB97M-V/def2-TZVPD
C -0.3287 1.8100 0.7950
C -1.6200 1.1359 0.5745
C -0.6992 -1.3059 0.4652
C 1.5813 -0.4808 -0.1815
C -2.7204 1.9008 -0.0361
C -0.8240 -2.7435 -0.2071
C 3.5917 0.8054 -0.7393
N 0.7643 2.1373 0.8804
N -1.2810 -0.1688 -0.1308
N 0.8546 -1.1659 0.5928
O 2.7828 -0.1149 0.1007
H -1.9118 0.7633 1.6278
H -1.1021 -1.2923 1.5155
H 0.9225 0.0117 -1.3441
H -2.4669 2.1044 -1.0138
H -2.7956 2.8778 0.3840
H -3.7552 1.5345 -0.0280
H -0.8082 -2.7155 -1.2327
H -1.7498 -3.1315 0.0855
H 0.0178 -3.2489 0.1224
H 3.6653 1.6745 -0.0856
H 3.2890 1.2123 -1.7693
H 4.6212 0.2677 -0.6802
H -1.2976 -0.2867 -1.1435
H 1.2698 -1.5809 1.4483
```